(1)
Density functional theory data (wB97M-V/def2-TZVPD) for a structure of composition C26H33BiO5 in a non-equilibrium geometry.

XYZ file:
```
65
Properties=species:S:1:pos:R:3:forces:R:3
O 0.040163 -0.257205 -5.160665 -0.061 0.926 -2.340
C -0.012065 1.053907 -5.853674 0.329 0.495 0.808
C -0.122338 0.478231 -7.249068 0.097 -0.196 0.535
H 0.932365 1.572224 -5.641744 -0.373 0.152 -0.143
H -0.870232 1.676563 -5.577913 0.191 -0.220 0.341
C -0.048404 -0.858286 -6.493576 0.136 -0.982 -0.766
H 0.761161 0.688616 -7.854769 -0.322 -0.105 -0.159
H -1.053691 0.679443 -7.779140 0.148 0.008 0.054
C 1.250072 -1.553112 -6.851710 0.098 0.139 0.535
H 2.069757 -0.831831 -6.721102 -0.134 -0.259 -0.105
H 1.220354 -1.879830 -7.885898 0.048 -0.107 -0.170
H 1.444775 -2.399224 -6.197991 -0.001 -0.185 0.034
C -1.281623 -1.738491 -6.609611 0.143 -0.001 0.340
H -2.181830 -1.191404 -6.307229 0.165 -0.049 -0.040
H -1.175807 -2.617150 -5.965514 -0.051 0.086 -0.016
H -1.416345 -2.084649 -7.631233 0.030 -0.012 -0.151
Bi -0.027366 -0.170523 1.910158 -1.226 -0.141 0.419
C -2.477141 -0.934621 2.669292 -0.198 0.287 -0.321
C -2.389904 0.506102 2.786194 -0.333 -0.031 -0.319
C -2.868971 1.058868 1.554024 0.245 -0.073 0.400
H -2.176857 1.046458 3.708757 -0.119 -0.201 -0.313
C -3.190773 -0.004384 0.690078 -0.192 0.062 -0.001
C -2.977923 -1.231977 1.365493 0.492 0.369 0.520
H -3.222989 -2.227927 0.994594 0.234 0.358 0.053
H -2.352617 -1.626616 3.504543 0.132 0.248 -0.403
H -3.039347 2.125708 1.374112 0.274 -0.513 -0.047
H -3.617025 0.103326 -0.316187 0.309 -0.079 0.521
C 0.727629 -2.240147 2.946624 0.559 -0.514 -0.543
C 0.035493 -3.131202 2.053987 0.703 0.459 0.124
C 0.675878 -3.091892 0.798387 0.092 0.110 0.264
H -0.795059 -3.772924 2.355293 0.180 0.430 -0.280
C 1.773073 -2.195546 0.857434 0.327 -0.102 1.264
C 1.870668 -1.682543 2.202323 -0.331 -1.320 -0.780
H 2.722115 -1.183958 2.658324 -0.334 0.139 -0.223
H 0.589404 -2.161479 4.023434 -0.021 -0.013 -0.420
H 0.418682 -3.715125 -0.061611 -0.049 0.455 0.270
H 2.483240 -1.977086 0.061283 -0.348 -0.012 0.198
O 0.624923 0.209098 -1.217773 -1.223 0.915 -0.717
C -0.368442 -0.622163 -1.932555 0.322 -0.536 0.248
C -1.199497 0.281228 -2.841733 -0.318 0.678 0.530
H -1.011168 -1.148107 -1.193416 0.476 0.262 -0.285
H 0.188136 -1.373753 -2.529868 -0.173 0.427 0.420
C -0.271677 1.526718 -2.951273 0.100 -1.145 -0.259
H -2.159610 0.534661 -2.329571 0.670 0.025 -0.375
H -1.399727 -0.175828 -3.821016 -0.036 0.212 0.739
C 0.297656 1.609814 -1.552204 -0.100 -0.323 0.259
H -0.766639 2.400113 -3.371940 0.037 0.177 0.376
H 0.581882 1.253118 -3.602829 -0.535 0.242 0.385
H -0.453628 2.019507 -0.837751 0.472 -0.269 -0.229
H 1.214599 2.214080 -1.534153 -0.164 -0.336 0.305
O 2.347107 3.064976 4.680121 -0.001 -0.815 -0.299
C 2.086521 2.474595 5.867014 -0.380 -0.218 0.189
C 2.580143 3.075780 7.043485 -0.252 -0.248 -0.219
C 2.213664 2.564688 8.284482 0.071 -0.085 -0.198
C 1.331518 1.483539 8.369084 -0.262 -0.050 -0.001
C 0.801209 0.928487 7.209286 0.316 -0.248 0.329
C 1.243482 1.324239 5.948598 0.091 1.083 0.192
C 0.654254 0.652744 4.759938 -0.953 -0.678 -0.016
O -0.259465 -0.191616 4.883078 1.287 1.180 -0.413
O 1.139752 1.000221 3.580711 -0.694 -0.290 0.023
H 1.985912 2.437878 3.989712 0.331 0.617 0.446
H 3.222741 3.952789 6.964311 -0.189 -0.254 -0.072
H 2.599635 3.030946 9.196534 -0.112 -0.201 -0.353
H 1.036885 1.075538 9.335089 0.008 0.245 -0.198
H 0.023291 0.166394 7.248935 0.373 0.025 0.052
```
Positions in Å, forces in eV/Å.

Summary:
- Kohn-Sham gap (eV) = 7.49
- total energy (Ha) = -1601.22047

***

(2)
Density functional theory data (wB97M-V/def2-TZVPD) for a cluster of 2 separate species, C5H8O2 in total in a non-equilibrium geometry.

XYZ file:
```
15
Properties=species:S:1:pos:R:3:forces:R:3
C 0.652893 -1.575573 -1.321446 0.881 0.489 -0.025
C 0.111625 -0.622670 -0.605355 -2.852 -0.308 -0.558
C -0.994976 0.059517 -0.231324 0.731 -1.527 -0.401
C -1.647691 -0.088034 1.099027 -0.130 -0.224 0.201
H 1.728012 -1.594901 -1.445439 0.106 -0.113 0.007
H 0.072304 -2.295271 -1.882293 -0.173 -0.105 0.246
H -1.491336 0.710302 -0.943607 0.419 0.281 0.013
H -1.016380 0.260856 1.915414 0.117 0.159 0.003
H -2.594971 0.447764 1.146126 0.101 0.051 -0.012
H -1.843308 -1.146367 1.293476 0.017 0.036 0.011
O 2.512207 0.657256 -0.409995 -1.380 -0.569 0.165
C 1.507671 0.674041 0.275221 1.321 3.500 0.788
O 0.658696 1.862764 0.303694 1.212 -0.896 -0.183
H 1.482886 0.285118 1.307710 -0.482 -0.620 -0.429
H 0.862368 2.365198 -0.501210 0.112 -0.155 0.172
```
Positions in Å, forces in eV/Å.

Summary:
- Kohn-Sham gap (eV) = 9.01
- total energy (Ha) = -345.67488
- energy relative to the best compared isomer or geometry (same formula, charge and spin) (kJ/mol) = 341.52

***

(3)
Density functional theory data (wB97M-V/def2-TZVPD) for a structure of composition CH3O2S in a non-equilibrium geometry.

XYZ file:
```
7
Properties=species:S:1:pos:R:3:forces:R:3
S 1.792286 0.639900 1.408974 -0.020 -0.570 0.238
H 1.604188 -0.588323 1.976755 0.272 0.584 -0.107
O -2.021650 -0.445746 -1.529404 0.173 -0.541 -0.434
C -0.959735 -0.102791 -1.036910 -0.279 1.863 1.023
O -0.507221 -0.441645 0.120775 0.387 -0.260 -0.286
H -0.414416 0.788043 -1.484711 0.058 -0.821 -0.107
H 0.506548 0.150565 0.544520 -0.591 -0.255 -0.327
```
Positions in Å, forces in eV/Å.

Summary:
- Kohn-Sham gap (eV) = 8.35
- charge = -1
- total energy (Ha) = -588.63047
- energy relative to the best compared isomer or geometry (same formula, charge and spin) (kJ/mol) = 31.79

***

(4)
Density functional theory data (wB97M-V/def2-TZVPD) for an isolated molecule of C15H19NO5.

XYZ file:
```
40
Properties=species:S:1:pos:R:3:forces:R:3
C -1.171830 -2.848722 -0.909026 0.403 0.156 0.217
C 0.256468 -3.092037 -0.461256 -0.183 -0.595 -0.154
O 0.906804 -1.827925 -0.285037 -0.022 0.367 0.012
C 2.218688 -1.878514 0.034653 0.158 -0.538 0.013
O 2.790516 -2.933989 0.164720 -0.162 0.158 -0.013
C 2.885025 -0.566734 0.212369 0.219 0.265 0.069
C 4.206482 -0.652320 0.662342 -0.120 -0.007 -0.042
C 4.972973 0.470936 0.879495 0.066 0.027 0.024
C 4.420613 1.720956 0.642323 -0.043 -0.220 -0.006
C 3.121395 1.836294 0.192732 -0.046 0.271 -0.020
C 2.331163 0.707098 -0.029453 0.329 -0.016 0.122
N 1.024995 0.827918 -0.486968 -0.167 -0.443 -0.022
C 0.292738 1.948889 -0.750773 -0.376 -0.115 -0.301
O 0.693595 3.087368 -0.670931 0.080 0.311 0.069
C -1.129829 1.604437 -1.170089 -0.034 0.037 0.175
C -1.928466 1.000407 -0.007751 -0.178 0.084 -0.079
C -2.041411 1.996502 1.142824 0.102 -0.242 -0.077
C -3.325398 0.578670 -0.485086 0.227 -0.057 0.152
C -3.990006 -0.315429 0.530855 0.153 -0.155 -0.019
O -3.465158 -1.250312 1.076348 0.084 -0.079 0.105
O -5.257397 0.034017 0.761304 -0.653 0.335 0.004
H -1.184520 -2.258280 -1.822616 -0.041 0.039 -0.142
H -1.736817 -2.331274 -0.137619 -0.087 0.030 0.020
H -1.650053 -3.803839 -1.105257 -0.066 -0.096 -0.035
H 0.818814 -3.668301 -1.204366 -0.071 0.082 0.174
H 0.289245 -3.636846 0.487605 0.044 0.065 -0.149
H 4.608462 -1.639063 0.836136 0.010 -0.035 0.003
H 5.989340 0.376736 1.228853 0.086 -0.026 0.033
H 5.005180 2.613633 0.806670 0.032 0.091 0.006
H 2.696671 2.808257 0.006111 -0.009 -0.015 -0.009
H 0.551292 -0.060241 -0.601227 0.006 0.222 0.004
H -1.093305 0.902603 -2.006160 -0.024 -0.028 -0.060
H -1.609208 2.524739 -1.506641 0.078 -0.008 -0.038
H -1.419791 0.101854 0.356866 -0.049 0.019 -0.056
H -2.576872 1.552570 1.979035 -0.041 -0.001 0.135
H -1.054384 2.295243 1.486793 0.061 0.070 0.112
H -2.573721 2.889952 0.823770 -0.055 0.125 -0.038
H -3.960380 1.444552 -0.669570 0.039 0.018 -0.088
H -3.242374 0.001691 -1.409697 -0.064 -0.015 -0.020
H -5.669541 -0.561504 1.407726 0.314 -0.078 -0.081
```
Positions in Å, forces in eV/Å.

Summary:
- Kohn-Sham gap (eV) = 9.14
- total energy (Ha) = -1014.01883
- energy relative to the best compared isomer or geometry (same formula, charge and spin) (kJ/mol) = 0.00

***

(5)
Density functional theory data (wB97M-V/def2-TZVPD) for the ion C4H10N with charge +1 in a non-equilibrium geometry.

XYZ file:
```
15
Properties=species:S:1:pos:R:3:forces:R:3
C -0.351005 1.282085 -0.129638 0.894 0.458 3.007
C -0.683677 0.922018 -1.452416 0.774 -1.290 -1.466
C -0.760481 -0.888694 0.967820 0.832 -0.606 3.511
C 1.510879 -0.543267 0.128548 0.047 0.197 -2.982
N 0.191545 -0.034702 0.360287 -0.918 0.059 -0.963
H 0.489888 1.999105 0.000687 -1.083 -0.011 -0.049
H -1.291681 1.414756 0.494466 1.380 0.614 -0.591
H -1.394621 0.158411 -1.544987 -1.349 -0.761 -0.171
H -0.131653 1.057666 -2.371682 0.398 0.529 0.198
H -0.232471 -1.685706 1.699051 -1.110 2.007 -1.643
H -1.401310 -0.175397 1.518846 -0.092 -0.959 0.241
H -1.351746 -1.447462 0.307976 -0.850 -0.851 -1.178
H 1.921434 0.256663 -0.537888 0.935 -0.822 1.145
H 1.961064 -0.835521 1.065556 0.472 0.578 0.307
H 1.523835 -1.479954 -0.506627 -0.331 0.858 0.636
```
Positions in Å, forces in eV/Å.

Summary:
- Kohn-Sham gap (spin up / spin down) (eV) = 9.41 / 7.56
- charge = +1
- total energy (Ha) = -212.76378
- energy relative to the best compared isomer or geometry (same formula, charge and spin) (kJ/mol) = 411.08

***

(6)
Density functional theory data (wB97M-V/def2-TZVPD) for an isolated molecule of C9H13NO7P2 in a non-equilibrium geometry.

XYZ file:
```
32
Properties=species:S:1:pos:R:3:forces:R:3
O -1.021951 -2.880248 -2.959697 1.349 1.054 -0.514
O -1.275943 0.085372 -3.578813 -0.696 -0.545 0.438
N 3.002765 0.679986 0.732323 -0.772 -0.318 -0.401
O -1.853607 0.056944 -0.233085 0.437 -1.012 -1.631
O -2.305476 -3.385310 -1.066683 -1.373 0.630 1.328
O -3.165309 -1.586763 -2.705606 0.507 -0.312 1.467
O 0.338371 1.261869 -2.173932 0.598 -1.295 0.887
O 0.880338 -1.089075 -3.152557 0.127 0.780 1.343
C 2.797161 0.809063 2.045892 -0.860 -1.047 -0.041
C 2.084980 -0.011134 0.003274 0.265 -0.241 0.893
C 1.695753 0.218170 2.709218 0.575 0.244 -0.964
C 0.778363 -0.501285 1.957725 0.577 0.810 -0.303
C 0.960934 -0.618188 0.572541 0.929 0.702 0.624
C -0.442904 -1.211582 2.417481 -0.486 0.100 -0.176
C -0.762860 -2.129763 1.227249 -0.597 -0.538 0.135
C -0.042011 -1.556028 -0.035338 0.296 -0.837 -0.083
C -1.029918 -0.884819 -1.030440 0.416 0.744 2.434
P -1.873382 -2.177772 -1.971761 -1.604 -1.481 -1.753
P -0.265743 -0.179138 -2.518785 0.094 2.104 -2.564
H -1.276997 0.707817 0.208595 0.114 -0.402 -0.470
H -2.698878 -3.933068 -1.757332 -0.179 -0.909 0.237
H -2.771934 -0.881499 -3.261152 -0.094 0.472 -0.460
H 0.494909 1.585866 -3.064028 0.167 0.844 -0.366
H 0.384061 -1.871561 -3.477247 -0.017 -0.479 -0.041
H 3.569667 1.295300 2.635995 -0.086 0.153 -0.235
H 2.300983 -0.199812 -1.045588 0.186 0.359 0.102
H 1.608870 0.285593 3.772858 -0.064 0.108 0.477
H -1.276446 -0.482584 2.548204 0.581 -0.510 0.357
H -0.237878 -1.801388 3.321070 -0.396 0.391 -0.069
H -1.852957 -2.198529 1.076638 0.548 -0.180 0.040
H -0.372819 -3.129386 1.499678 -0.238 0.381 -0.603
H 0.509087 -2.365788 -0.540838 -0.301 0.228 -0.086
```
Positions in Å, forces in eV/Å.

Summary:
- Kohn-Sham gap (eV) = 10.19
- total energy (Ha) = -1615.07787
- energy relative to the best compared isomer or geometry (same formula, charge and spin) (kJ/mol) = 0.00